# 1
122
Properties=species:S:1:pos:R:3:mulliken_charge:R:1 method="wB97M-V/def2-TZVPD" homo_ha=-0.363 charge=+1 e_lumo_ev=-3.67 multiplicity=1
C -6.02 -3.66 -5.49 0.041
C -5.61 -4.44 -4.66 -0.674
C -5.31 -5.52 -3.56 -0.407
C -4.37 -4.87 -2.42 -0.534
C -4.85 -5.50 -1.04 -0.742
N -3.84 -5.42 0.09 0.497
S -3.04 -3.86 0.21 -0.076
C -4.56 -5.88 1.35 -1.154
C -5.32 -4.73 2.15 0.202
C -4.38 -4.29 3.38 -1.162
Cl -6.79 -5.52 2.94 -0.184
B -2.71 -6.46 -0.14 0.372
O -2.89 -7.62 -0.92 -0.468
O -1.45 -6.12 0.47 -0.471
H -6.55 -3.17 -6.35 0.388
H -4.77 -6.36 -4.09 0.303
H -6.27 -5.92 -3.10 0.329
H -4.51 -3.76 -2.44 0.498
H -3.31 -5.13 -2.72 0.279
H -5.25 -6.56 -1.15 0.476
H -5.75 -4.88 -0.71 0.385
H -3.91 -2.87 0.61 0.214
H -3.78 -6.36 2.02 0.470
H -5.32 -6.67 1.08 0.487
H -5.65 -3.86 1.52 0.423
H -4.54 -4.94 4.28 0.337
H -4.55 -3.21 3.67 0.331
H -3.29 -4.37 3.07 0.273
H -3.45 -8.23 -0.39 0.370
H -1.37 -6.74 1.23 0.252
C -5.87 -5.75 11.54 -0.816
O -6.40 -5.03 10.45 -0.283
C -5.59 -3.92 10.06 -0.535
C -5.41 -3.87 8.54 -0.233
O -4.64 -4.93 7.98 -0.470
C -5.19 -6.25 8.02 -0.367
C -6.45 -6.46 7.20 -0.042
O -7.56 -5.77 7.75 -0.288
C -8.32 -5.06 6.79 -0.733
H -6.24 -5.34 12.49 0.289
H -6.22 -6.79 11.46 0.243
H -4.78 -5.78 11.55 0.385
H -4.61 -3.94 10.54 0.347
H -6.12 -3.01 10.37 0.376
H -4.85 -2.96 8.32 0.423
H -6.36 -3.77 8.02 0.049
H -5.32 -6.58 9.05 0.099
H -4.41 -6.89 7.60 0.449
H -6.70 -7.53 7.21 0.419
H -6.26 -6.16 6.16 -0.113
H -7.70 -4.63 6.01 0.305
H -8.83 -4.24 7.30 0.250
H -9.08 -5.72 6.35 0.276
C 0.52 -4.06 -0.15 -0.686
O 0.75 -2.67 -0.24 -0.310
C 1.51 -2.14 0.84 -0.545
C 2.62 -1.21 0.35 -0.285
O 3.67 -1.84 -0.38 -0.476
C 3.35 -2.39 -1.66 -0.179
C 2.94 -1.37 -2.72 -0.507
O 1.68 -0.80 -2.44 -0.291
C 1.64 0.61 -2.60 -0.967
H -0.41 -4.24 0.40 0.048
H 0.40 -4.45 -1.16 0.303
H 1.34 -4.60 0.32 0.424
H 1.95 -2.93 1.46 0.374
H 0.82 -1.56 1.47 0.338
H 3.11 -0.80 1.24 0.440
H 2.23 -0.36 -0.19 0.029
H 2.62 -3.19 -1.57 -0.042
H 4.28 -2.86 -2.00 0.437
H 2.85 -1.89 -3.69 0.402
H 3.72 -0.61 -2.82 0.325
H 2.58 1.09 -2.29 0.413
H 0.85 1.00 -1.95 0.336
H 1.41 0.87 -3.63 0.333
C 0.92 7.15 -6.12 -0.886
O 2.06 6.67 -5.43 -0.229
C 1.76 6.12 -4.15 -0.595
C 2.47 4.79 -3.93 -0.185
O 2.03 3.71 -4.75 -0.432
C 2.30 3.80 -6.15 -0.309
C 3.77 3.77 -6.54 -0.525
O 4.44 4.96 -6.14 -0.224
C 5.69 4.74 -5.52 -0.615
H 0.74 8.20 -5.88 0.274
H 1.12 7.08 -7.19 0.255
H 0.02 6.56 -5.92 0.395
H 0.68 5.99 -4.00 0.371
H 2.12 6.84 -3.40 0.385
H 2.25 4.48 -2.90 0.445
H 3.55 4.90 -3.97 0.000
H 1.78 4.65 -6.58 0.048
H 1.83 2.91 -6.58 0.438
H 3.84 3.72 -7.63 0.375
H 4.24 2.88 -6.12 0.327
H 5.69 3.83 -4.90 0.423
H 5.90 5.58 -4.86 -0.030
H 6.48 4.67 -6.28 0.323
C 6.54 7.55 0.78 -0.861
O 6.21 8.27 -0.39 -0.226
C 6.40 9.67 -0.27 -0.525
C 7.12 10.24 -1.49 -0.241
O 8.48 9.83 -1.65 -0.466
C 8.73 8.46 -1.96 -0.365
C 8.21 7.99 -3.32 -0.556
O 6.79 7.94 -3.35 -0.243
C 6.22 8.50 -4.52 -0.933
H 5.67 7.46 1.44 0.275
H 6.84 6.54 0.48 0.239
H 7.38 7.99 1.33 0.405
H 6.96 9.93 0.63 0.363
H 5.41 10.13 -0.21 0.361
H 7.17 11.33 -1.36 0.429
H 6.56 10.08 -2.41 0.030
H 8.38 7.82 -1.15 0.107
H 9.82 8.36 -1.98 0.416
H 8.57 6.96 -3.49 0.334
H 8.61 8.63 -4.11 0.399
H 6.78 9.37 -4.87 0.413
H 5.21 8.84 -4.27 0.225
H 6.16 7.75 -5.31 0.392



# 2
108
Properties=species:S:1:pos:R:3:mulliken_charge:R:1 method="wB97M-V/def2-TZVPD" homo_ha=-0.438 charge=+1 e_lumo_ev=-2.39 multiplicity=1
C 1.02 2.95 4.64 -1.041
C 2.25 3.50 3.89 -0.503
C 3.01 2.43 3.12 -0.287
C 3.91 3.01 2.03 -0.853
C 3.16 3.25 0.72 -0.677
C 3.34 2.13 -0.33 -0.521
C 2.11 1.26 -0.40 0.465
C 2.19 0.18 -1.47 -1.541
C 0.88 -0.63 -1.46 -0.255
C 0.92 -1.70 -0.33 -1.276
C -0.16 -1.53 0.72 -0.451
C -1.53 -1.81 0.10 -0.813
P -2.95 -1.32 1.10 0.403
N -4.24 -2.32 0.62 -0.618
C -3.52 0.35 0.73 -1.342
C -2.38 1.41 0.71 0.648
C -2.70 2.58 1.65 -1.096
C -3.51 3.65 0.95 -0.819
C -2.66 4.45 -0.07 -0.534
O -2.38 5.76 0.34 -0.444
C -3.52 6.62 0.35 -0.826
C -2.73 -1.59 2.94 0.490
C -2.96 -0.34 3.75 -1.384
F -1.51 -2.16 3.24 -0.314
H 1.20 2.95 5.70 0.391
H 0.82 1.93 4.32 0.221
H 0.14 3.56 4.43 0.239
H 1.95 4.29 3.20 0.352
H 2.90 3.97 4.62 0.343
H 3.63 1.90 3.83 0.394
H 2.30 1.72 2.70 -0.153
H 4.30 3.96 2.39 0.394
H 4.73 2.32 1.88 0.402
H 3.43 4.21 0.31 0.508
H 2.10 3.30 0.96 0.225
H 3.54 2.59 -1.29 0.139
H 4.22 1.55 -0.07 0.486
H 1.98 0.78 0.57 -0.188
H 1.23 1.87 -0.62 0.043
H 3.02 -0.49 -1.27 0.375
H 2.35 0.61 -2.46 0.438
H 0.07 0.06 -1.23 0.127
H 0.70 -1.12 -2.41 0.424
H 0.89 -2.70 -0.75 0.522
H 1.87 -1.63 0.20 0.525
H 0.02 -2.29 1.47 0.450
H -0.10 -0.55 1.18 0.313
H -1.67 -2.85 -0.18 0.753
H -1.62 -1.23 -0.82 0.282
H -3.92 -3.28 0.73 0.098
H -4.98 -2.19 1.30 0.401
H -4.34 0.62 1.39 0.793
H -3.94 0.24 -0.26 0.587
H -1.42 0.97 0.95 -0.452
H -2.37 1.81 -0.30 0.402
H -3.28 2.22 2.49 0.401
H -1.78 3.00 2.06 0.405
H -3.94 4.32 1.68 0.534
H -4.34 3.19 0.42 0.269
H -3.15 4.46 -1.05 0.427
H -1.70 3.96 -0.18 0.220
H -3.87 6.74 1.37 0.288
H -4.34 6.22 -0.24 0.358
H -3.25 7.59 -0.04 0.289
H -3.51 -2.30 3.24 0.403
H -3.96 0.04 3.56 0.359
H -2.95 -0.63 4.80 0.523
H -2.22 0.42 3.55 0.216
C 7.63 2.37 -1.51 -1.048
C 8.04 3.17 -2.74 -0.454
C 6.85 3.75 -3.50 -0.748
C 5.87 2.72 -4.07 0.055
C 6.50 1.69 -5.02 -0.519
C 7.10 2.32 -6.27 -1.240
H 7.02 1.50 -1.78 0.216
H 8.50 2.00 -0.98 0.425
H 7.05 2.99 -0.82 0.222
H 8.64 2.54 -3.40 0.253
H 8.69 3.99 -2.43 0.367
H 7.22 4.38 -4.31 0.341
H 6.29 4.42 -2.84 0.376
H 5.07 3.25 -4.60 0.399
H 5.39 2.19 -3.25 -0.254
H 5.72 0.98 -5.31 0.391
H 7.26 1.11 -4.49 0.261
H 6.34 2.88 -6.83 0.296
H 7.49 1.54 -6.93 0.385
H 7.92 2.99 -6.04 0.285
C -6.05 -9.19 -1.70 -1.194
C -6.18 -8.81 -0.23 -0.368
C -6.54 -7.34 -0.01 -0.764
C -5.50 -6.35 -0.52 -0.536
C -4.10 -6.52 0.07 -0.363
C -4.05 -6.32 1.58 -1.216
H -5.23 -8.64 -2.19 0.285
H -5.83 -10.25 -1.81 0.381
H -6.97 -8.98 -2.24 0.296
H -5.26 -9.06 0.30 0.223
H -6.97 -9.43 0.22 0.378
H -6.71 -7.18 1.06 0.304
H -7.49 -7.13 -0.50 0.381
H -5.85 -5.33 -0.30 0.272
H -5.43 -6.41 -1.61 0.378
H -3.43 -5.79 -0.41 0.190
H -3.70 -7.50 -0.19 0.423
H -4.41 -5.33 1.86 0.226
H -3.02 -6.42 1.94 0.367
H -4.65 -7.06 2.11 0.386



Gap between HOMO and LUMO, respectively: 6.2 9.5 eV.